{
  "formula": "C22H9AlCl7NO3S",
  "method": "ωB97M-V/def2-TZVPD",
  "species": ["Al", "Cl", "C", "C", "C", "Cl", "C", "C", "C", "C", "N", "C", "C", "O", "H", "H", "H", "H", "Cl", "C", "C", "C", "Cl", "C", "Cl", "C", "Cl", "C", "Cl", "O", "C", "O", "C", "C", "C", "C", "S", "C", "C", "H", "H", "H", "H", "H"],
  "xyz": [[1.483058, -0.182485, -0.789709], [-2.887403, 0.611527, -2.588110], [-2.287153, 0.977031, -1.018929], [-3.172348, 1.481924, -0.041697], [-2.748982, 1.746099, 1.227695], [-3.872602, 2.334320, 2.411444], [-1.400136, 1.515349, 1.600234], [-0.851658, 1.690210, 2.885153], [0.455213, 1.348879, 3.122053], [1.235639, 0.839302, 2.077600], [0.760074, 0.701169, 0.857922], [-0.541222, 1.021850, 0.606622], [-0.966419, 0.739576, -0.721618], [-0.073000, 0.233777, -1.549882], [-4.206832, 1.642287, -0.312979], [-1.475593, 2.076990, 3.679911], [0.891218, 1.457800, 4.104258], [2.260218, 0.531291, 2.236692], [3.890749, 1.986168, 0.449596], [4.003985, 1.490644, -1.216559], [3.048151, 0.622097, -1.719011], [3.198973, 0.252258, -3.053688], [2.023666, -0.838469, -3.725478], [4.233063, 0.715714, -3.857989], [4.360591, 0.222690, -5.499328], [5.168660, 1.593650, -3.313191], [6.453180, 2.189412, -4.282072], [5.057045, 1.986564, -1.981312], [6.207146, 3.070249, -1.305297], [-4.671189, -1.637436, 2.204627], [-4.253103, -2.226522, 1.060143], [-5.058573, -2.625807, 0.269385], [-2.773627, -2.328129, 0.847103], [-2.334947, -2.625481, -0.440484], [-0.984111, -2.668900, -0.730194], [-0.039048, -2.410775, 0.262331], [1.702764, -2.302383, -0.146346], [-0.477401, -2.181525, 1.564654], [-1.832863, -2.136720, 1.853892], [-3.922531, -1.273134, 2.691467], [-3.074881, -2.793030, -1.211225], [-0.650301, -2.860562, -1.741206], [0.250829, -2.024133, 2.350080], [-2.128294, -1.963341, 2.883458]],
  "atomic_forces_ev_per_a": [[0.17, -0.03, -0.05], [0.01, -0.01, -0.02], [-0.01, 0.00, 0.06], [0.00, 0.00, 0.01], [-0.02, -0.01, 0.00], [0.01, -0.01, 0.00], [-0.03, -0.01, 0.02], [-0.01, -0.01, 0.00], [-0.02, -0.01, 0.00], [0.01, -0.02, -0.01], [-0.04, 0.08, -0.04], [0.00, -0.06, 0.01], [-0.02, -0.06, -0.04], [-0.04, 0.08, -0.06], [0.00, 0.00, 0.01], [0.00, 0.01, 0.00], [0.01, 0.00, 0.00], [0.01, 0.02, 0.01], [0.01, -0.02, -0.05], [0.03, 0.03, 0.09], [-0.08, -0.11, -0.03], [-0.06, -0.02, 0.02], [0.05, 0.04, 0.05], [0.01, -0.01, -0.08], [0.01, 0.01, 0.03], [-0.02, -0.01, -0.01], [0.00, 0.00, 0.00], [0.00, 0.02, 0.03], [0.00, -0.01, 0.00], [0.04, 0.03, 0.00], [0.00, -0.01, 0.03], [-0.01, -0.01, -0.01], [-0.02, 0.01, -0.02], [-0.02, 0.03, 0.02], [0.04, 0.05, -0.04], [0.04, 0.05, 0.04], [-0.10, -0.02, 0.03], [0.03, -0.03, 0.01], [0.03, 0.02, 0.00], [-0.03, 0.01, -0.02], [0.00, -0.01, -0.01], [0.00, 0.00, 0.00], [0.00, 0.00, 0.00], [-0.01, -0.01, 0.00]],
  "lowdin_charge": [0.036, 0.755, -0.574, -0.100, -0.605, 0.714, -0.166, 0.010, -0.015, -0.105, 0.085, -0.114, -0.321, -0.060, 0.116, 0.102, 0.115, 0.106, 0.710, -0.659, -0.223, -0.658, 0.742, -0.698, 0.698, -0.697, 0.702, -0.703, 0.690, 0.111, -0.478, 0.128, -0.134, 0.000, -0.082, -0.612, 0.762, -0.106, -0.022, 0.082, 0.127, 0.117, 0.107, 0.117],
  "total_energy_ha": -4986.4340,
  "charge": 0,
  "e_above_lowest_ev": 0.025,
  "homo_ev": -8.788,
  "orbital_gap_ev": 7.51
}